# 1
{
  "formula": "C3H12ClMnO11S2",
  "method": "the ωB97M-V functional and the def2-TZVPD basis",
  "total_charge": -3,
  "spin_multiplicity": 6,
  "lumo_ev": [6.6, 6.6],
  "energy_ha": -3356.630886,
  "symbols": ["Mn", "Cl", "S", "S", "O", "O", "O", "O", "O", "O", "O", "O", "O", "O", "O", "C", "C", "C", "H", "H", "H", "H", "H", "H", "H", "H", "H", "H", "H", "H"],
  "positions_angstrom": [[-1.49179, 0.31641, 2.64960], [-0.12597, 1.17675, 4.03313], [-2.66474, 1.93002, 1.17085], [0.68799, -2.14116, 2.21361], [-0.06921, 3.99114, -1.79404], [0.44432, -3.10219, 3.21298], [1.95051, -1.45756, 2.56194], [-3.24401, 1.68660, -0.07357], [4.88329, -2.46335, -0.66306], [-3.06529, 0.50567, 1.93109], [0.88637, -2.61801, 0.92276], [-0.53599, -1.18112, 2.03432], [-2.34886, -1.42441, -1.49918], [-3.15617, 3.04779, 1.94497], [-1.21132, 1.86251, 1.42416], [3.76999, -3.34504, -1.08267], [-1.02881, -1.81544, -1.82824], [-0.83665, 4.72086, -0.85928], [3.80304, -4.25714, -0.52872], [-0.66445, 5.80282, -1.05772], [-0.56790, 4.42964, 0.14905], [2.77297, -2.89718, -0.96427], [-2.37380, -0.48793, -1.21925], [-0.38927, -1.87946, -0.93227], [4.65605, -1.62637, -1.08989], [-0.63892, -1.14768, -2.66612], [-0.43819, 4.11153, -2.70655], [3.93917, -3.49005, -2.17451], [-1.04745, -2.82138, -2.21731], [-1.89487, 4.57375, -0.89181]],
  "atomic_forces_ev_per_a": [[3.318, -2.567, 2.746], [1.872, 1.429, 2.915], [-0.321, -3.226, 6.179], [1.202, 5.568, 1.569], [-0.304, -0.261, -1.511], [-1.891, -3.197, 2.704], [-0.185, 1.231, 0.623], [-0.839, 0.741, -4.920], [-1.197, -0.602, -0.491], [-4.675, 3.107, -2.666], [0.208, -3.481, -6.276], [1.794, -2.317, 0.253], [-0.447, 0.344, -0.310], [-1.144, 1.131, -0.423], [0.801, 1.602, -3.115], [0.690, 1.603, -1.132], [0.388, 1.016, -0.160], [0.368, 1.150, -0.140], [0.212, -0.481, 0.332], [-0.009, -0.256, 0.543], [0.430, -0.033, 0.041], [0.364, 0.063, 0.484], [0.201, -0.658, 0.219], [0.087, 0.476, -0.281], [0.135, -0.048, 0.465], [0.024, -0.638, 1.039], [0.343, -0.184, 1.506], [-0.256, -0.511, 0.511], [-0.341, -0.483, -0.295], [-0.827, -0.518, -0.408]],
  "mulliken_charge": [0.6630, -0.6644, 1.4769, 1.0355, -0.4926, -0.7517, -0.8187, -0.6426, -0.5173, -0.8845, -0.6836, -0.5059, -0.5294, -0.6992, -0.5174, -0.3822, -0.3586, -0.5501, 0.1928, 0.2932, 0.2197, 0.1750, 0.3115, 0.1524, 0.2849, 0.2034, 0.2633, 0.2559, 0.2126, 0.2582]
}

=====

# 2
{
  "formula": "C4H16NO2",
  "method": "the ωB97M-V functional and the def2-TZVPD basis",
  "total_charge": 1,
  "lumo_ev": -3.1,
  "energy_ha": -366.930677,
  "relative_energy_kj_mol": 259.4,
  "symbols": ["O", "O", "N", "C", "C", "C", "C", "H", "H", "H", "H", "H", "H", "H", "H", "H", "H", "H", "H", "H", "H", "H", "H"],
  "positions_angstrom": [[1.83318, -1.34339, -2.10436], [2.66878, 1.81264, -0.62936], [0.45333, 0.52590, -0.64049], [-2.27506, -0.09304, 0.74859], [-1.01433, 0.57350, 1.31688], [0.10361, -0.21294, 0.60835], [-2.71971, -1.32640, 1.53442], [-3.08548, 0.77240, 0.85382], [-2.49485, -0.06014, -0.29873], [3.43833, 1.51204, -1.32187], [-2.24771, -1.60218, 2.38721], [-0.36418, -1.18592, 0.18200], [3.27943, 2.33447, 0.02701], [0.51772, 1.54956, -0.59238], [1.60366, -1.07790, -3.03196], [-1.14229, 1.61227, 1.00448], [-0.95695, 0.23863, 2.34017], [2.34939, -2.08381, -2.06893], [0.95188, -0.37432, 1.32296], [1.22362, 0.16812, -1.14359], [-2.68974, -2.19129, 0.88286], [-3.78693, -1.20201, 1.82665], [-0.35199, 0.50812, -1.26592]],
  "atomic_forces_ev_per_a": [[-2.759, 4.005, -1.027], [5.195, 0.505, -0.706], [-2.037, 1.556, -0.059], [-3.324, 3.481, 2.463], [-0.612, -2.331, -2.445], [-0.237, -0.566, 0.101], [-3.047, 0.390, -3.279], [1.014, -1.688, 0.789], [1.158, -1.011, -1.210], [-2.902, 1.013, 2.337], [2.031, -0.215, 2.585], [1.329, 1.296, 1.221], [-1.875, -1.302, -1.626], [0.940, -0.289, 0.926], [0.704, -0.994, 1.146], [0.986, 0.198, 0.944], [-0.135, 1.143, 0.575], [2.110, -3.028, -0.331], [-0.278, 0.096, -1.411], [1.453, -0.798, -0.564], [-0.086, -0.376, -0.083], [0.656, -0.197, -0.270], [-0.284, -0.885, -0.074]],
  "mulliken_charge": [-0.6058, -0.6716, -0.2698, -0.6838, -0.5122, -0.5834, -1.2893, 0.3638, 0.4738, 0.3452, 0.4254, 0.3112, 0.3324, 0.4011, 0.3116, 0.3303, 0.3037, 0.2623, 0.3335, 0.4183, 0.3377, 0.3388, 0.3267]
}

=====

# 3
{
  "formula": "C19H55FeN10O13VZn",
  "method": "the ωB97M-V functional and the def2-TZVPD basis",
  "total_charge": 1,
  "spin_multiplicity": 6,
  "lumo_ev": [-2.9, -3.0],
  "energy_ha": -6269.438180,
  "symbols": ["Zn", "Fe", "V", "O", "O", "O", "O", "O", "O", "O", "O", "O", "O", "O", "O", "O", "N", "N", "N", "N", "N", "N", "N", "N", "N", "N", "C", "C", "C", "C", "C", "C", "C", "C", "C", "C", "C", "C", "C", "C", "C", "C", "C", "C", "C", "H", "H", "H", "H", "H", "H", "H", "H", "H", "H", "H", "H", "H", "H", "H", "H", "H", "H", "H", "H", "H", "H", "H", "H", "H", "H", "H", "H", "H", "H", "H", "H", "H", "H", "H", "H", "H", "H", "H", "H", "H", "H", "H", "H", "H", "H", "H", "H", "H", "H", "H", "H", "H", "H", "H"],
  "positions_angstrom": [[2.86186, -0.84755, 0.96961], [0.97468, -3.25925, -1.64877], [2.92025, 2.24561, 2.62775], [1.52528, 4.12436, 2.80871], [4.17345, 3.23882, 2.67731], [1.07136, -2.09414, -3.36862], [-1.21092, -3.15632, -2.06446], [2.47543, 1.88604, 4.06030], [-3.58605, -3.20818, 2.92343], [1.03364, -4.57684, -0.02342], [-4.36588, -1.28496, 1.02662], [1.52698, 0.98397, 1.21954], [1.42549, -1.64385, -0.39118], [3.26851, 3.85975, 0.30395], [-1.40928, 3.43842, -4.74100], [4.21426, 0.13492, 2.23797], [0.76657, -1.70619, -5.52130], [0.01957, 4.23884, 1.15475], [0.75328, -0.02537, -4.12407], [0.22452, 5.89512, 2.41321], [-2.81866, -1.65783, -2.47109], [0.90708, -6.61135, 0.99051], [3.80489, 5.76029, -0.73033], [-2.19205, -2.79730, -4.00935], [2.52787, 4.18118, -1.74738], [1.43429, -4.76929, 2.04734], [-3.05221, 0.61784, 1.52794], [0.30391, -0.65501, -0.25392], [-4.50307, 0.07911, 1.25336], [-2.33278, 1.56287, -3.44069], [5.50986, 0.04622, 2.66688], [6.59088, 0.23963, 1.57398], [-1.84045, 3.65989, -2.38097], [5.83171, 0.88751, 3.90727], [-2.28970, -3.73648, 1.00066], [0.71853, 4.68189, 2.09837], [1.12076, -5.32575, 0.92970], [-2.36369, -5.19776, 3.15630], [0.87060, -1.33420, -4.29115], [-1.34010, 2.73961, -3.47705], [3.13970, 4.59938, -0.63737], [-2.05696, -2.61423, -2.77902], [-3.14543, -4.25904, 2.16826], [-5.54627, 0.34812, 2.27432], [0.55253, 0.85519, 0.13840], [7.57184, 0.05600, 2.01226], [-6.58367, 0.04921, 2.12414], [0.27327, -6.95853, 0.28493], [-3.78099, -2.44499, 2.37466], [5.66697, -0.96671, 3.03754], [2.25178, 3.24107, -1.50231], [-5.19969, -0.08951, 3.21052], [0.34617, -1.09159, -6.20367], [-2.84267, -3.16984, 0.25152], [-0.56261, 4.87668, 0.63099], [-2.72789, -1.15312, -1.60096], [0.70463, 0.38363, -3.20187], [-3.04722, 1.66864, 1.81755], [-0.38060, -1.14115, 0.44122], [-0.37692, 1.35555, 0.41016], [1.29717, -5.40687, 2.81856], [0.17594, 3.25582, 0.98351], [3.83094, 6.11618, -1.67520], [-5.67683, 1.41900, 2.42998], [6.50435, -0.52166, 0.79871], [-2.55683, 4.46068, -2.56434], [-0.31598, -0.78250, -1.14138], [-1.41503, -3.29010, -4.42587], [-3.13674, -5.91208, 3.43955], [-1.71396, -4.47286, 0.43996], [-2.26864, 1.00620, -4.37563], [-2.11859, 0.86653, -2.62992], [-0.33500, 2.44855, -3.17185], [1.01150, -7.00517, 1.91469], [2.14515, 4.88121, -2.36673], [1.59536, -3.77221, 2.04755], [0.94934, 1.36879, -0.73731], [-1.17191, 2.83308, -5.44728], [6.68053, 0.43234, 4.41758], [-4.82497, 0.46241, 0.28507], [-0.18100, 6.41960, 1.65124], [0.58640, 0.56611, -4.92557], [-3.27656, -1.19889, -3.24556], [-2.04547, 3.22381, -1.40326], [-1.04262, 4.33023, -2.06122], [-2.44660, 0.09838, 2.27058], [-5.28629, -1.55533, 0.99001], [-1.58690, -3.02780, 1.43876], [-3.94957, -4.70255, 1.58110], [-2.94339, -2.33962, -4.50545], [-2.03575, -4.76108, 4.09963], [0.78971, -2.67792, -5.79569], [4.98341, 0.93851, 4.58983], [6.14765, 1.90167, 3.66284], [0.52499, 6.24159, 3.31308], [4.19918, 6.17431, 0.10228], [-1.46475, -5.72585, 2.83832], [-3.39079, 1.79936, -3.32761], [-2.50610, 0.61783, 0.58462], [6.46196, 1.13127, 0.96041]],
  "atomic_forces_ev_per_a": [[0.594, 0.511, 0.816], [-0.450, 1.449, 1.875], [1.172, 0.049, -2.188], [1.541, -1.817, 0.279], [-1.122, -1.301, 0.629], [0.528, -2.112, 1.836], [1.014, -0.887, 0.918], [-0.025, -0.172, 1.195], [-0.713, 0.949, 1.436], [-0.659, 1.015, -4.748], [-0.197, -1.556, -0.032], [-0.358, -0.481, -0.989], [-1.145, 1.649, -0.508], [-0.677, -0.949, 1.518], [0.370, -0.325, 1.149], [-2.833, 1.927, -0.947], [-0.714, -1.701, -4.166], [-1.781, -4.085, -5.094], [-0.371, 1.899, 0.487], [0.707, 1.777, 1.233], [-3.862, 5.051, 3.746], [-0.611, -2.141, -0.954], [-0.494, 0.916, -0.609], [0.908, -3.283, -7.203], [-0.509, -0.142, -0.721], [0.625, 0.076, 2.902], [-0.895, 0.536, -0.334], [-0.245, -1.479, 0.341], [1.430, 1.401, -0.819], [0.429, -0.842, -0.649], [1.614, -0.461, 0.378], [-0.810, -0.728, -0.345], [1.460, 2.261, 1.283], [0.192, 0.366, -0.202], [0.917, 0.518, 0.326], [0.308, 2.925, 3.883], [0.193, 1.492, 0.452], [-1.285, -0.423, -0.147], [0.002, 1.468, 1.288], [-2.596, 0.365, 0.374], [2.068, 0.164, 0.676], [2.995, -0.568, 3.031], [2.291, -0.346, -1.536], [-0.077, 0.991, 1.569], [2.526, -1.104, 1.092], [0.154, 0.657, -0.067], [0.193, -0.681, -0.658], [0.213, -0.611, 0.374], [-0.126, 0.197, -0.353], [-0.019, -0.572, -0.102], [-0.925, 0.022, -1.152], [-0.189, 0.044, 0.241], [0.302, -0.120, 0.058], [-0.384, -0.088, 0.181], [-0.064, -0.987, -0.047], [-0.315, -0.319, 0.109], [0.147, -0.227, -0.085], [-0.317, 0.070, 0.144], [0.066, 0.369, 0.829], [-0.407, -0.354, 0.031], [0.460, 1.345, 0.810], [-0.292, 0.083, -0.964], [0.545, 0.761, 0.664], [0.381, 0.169, 0.111], [-0.269, -0.529, 0.108], [-0.752, -0.821, -0.794], [0.105, 0.771, -0.799], [-0.734, -0.186, -0.694], [0.383, -0.509, 0.246], [-0.098, -0.320, 0.222], [0.102, -0.322, -0.168], [0.348, 0.086, 0.083], [0.216, -0.223, -0.493], [-0.432, -0.658, -0.592], [-0.446, -0.875, -0.179], [0.163, -0.037, 0.545], [0.116, 0.251, -0.476], [0.013, -0.069, -0.086], [-0.010, -0.107, 0.139], [-0.002, 0.774, -0.117], [0.092, 0.544, 0.967], [0.162, 0.018, 0.393], [-0.082, 0.391, 0.946], [-0.461, -0.786, -0.368], [0.777, 0.078, -0.211], [-0.408, -0.374, 0.040], [-0.100, -0.858, -0.181], [0.391, 0.099, -0.079], [-0.556, -1.011, 0.870], [0.660, -0.639, -0.528], [-0.391, 0.812, -0.245], [0.224, 0.151, 0.299], [0.015, -0.082, -0.023], [-0.244, 0.113, -0.107], [-0.041, 0.751, -0.545], [0.103, 0.007, -0.497], [-0.274, -0.064, -0.850], [0.144, 0.728, -0.053], [0.069, -0.332, -0.097], [0.338, 0.615, 0.677]],
  "mulliken_charge": [0.0264, 1.3106, 1.2233, -0.5707, -0.4004, -0.6093, -0.4710, -0.4886, -0.6070, -0.5909, -0.4590, -0.5449, -0.5260, -0.4547, -0.5747, -0.1890, -0.3981, -0.0347, -0.1937, -0.4936, -0.1207, -0.3900, -0.4281, -0.3917, -0.4654, -0.3314, -0.6359, 0.7031, 0.3994, -0.8845, 0.6902, -1.3430, -1.5163, -1.4258, -1.0765, 0.7615, 0.4369, -1.3054, 0.5272, 1.0659, 0.4953, 0.7434, 0.6853, -1.5628, 0.8968, 0.3883, 0.4471, 0.2406, 0.3870, 0.2006, 0.1492, 0.3519, 0.1747, 0.2244, 0.1301, -0.1518, -0.0419, 0.5016, 0.3208, -0.0933, 0.1803, -0.1327, 0.1585, 0.3842, 0.3112, 0.4238, -0.7338, 0.2428, 0.3748, 0.3020, 0.3626, 0.0407, -0.1668, 0.1963, 0.2170, 0.1220, -0.4620, 0.3211, 0.4588, 0.2781, 0.1567, 0.1445, 0.1558, 0.2948, 0.2901, 0.3629, 0.2368, 0.1961, 0.2548, 0.1619, 0.3686, 0.2741, 0.3109, 0.2612, 0.2511, 0.2710, 0.1608, 0.3949, -0.3866, 0.2498]
}

=====

# 4
{
  "formula": "C9H15ClSi",
  "method": "the ωB97M-V functional and the def2-TZVPD basis",
  "total_charge": 0,
  "lumo_ev": 0.8,
  "energy_ha": -1101.576675,
  "relative_energy_kj_mol": 118.7,
  "symbols": ["Cl", "Si", "C", "C", "C", "C", "C", "C", "C", "C", "C", "H", "H", "H", "H", "H", "H", "H", "H", "H", "H", "H", "H", "H", "H", "H"],
  "positions_angstrom": [[-3.49942, -0.55168, 1.52476], [-1.66542, -0.77473, 0.63221], [1.55041, 0.28184, 0.69937], [0.61852, 2.46521, 0.37846], [1.20661, 0.57683, -0.70062], [-1.89410, -1.46859, -1.14851], [-0.75422, -2.09215, 1.68424], [0.54821, 1.28506, 1.35412], [1.98558, 0.23044, -1.72021], [-0.01027, 1.47994, -0.60357], [-0.84229, 0.93686, 0.73719], [-2.00842, -0.64911, -1.93514], [2.82425, -0.40179, -1.50497], [-1.49472, 1.72192, 0.92420], [1.21321, -0.81665, 1.10882], [1.74704, 0.65696, -2.66581], [-0.12512, 3.26695, 0.75353], [-0.50475, 1.72788, -1.59911], [0.16022, -2.40882, 1.12646], [0.61025, 1.33678, 2.41455], [2.58257, 0.55949, 0.86956], [-1.39681, -2.93784, 1.87826], [1.59355, 2.77625, 0.00881], [-2.70645, -2.30943, -1.10784], [-0.98389, -1.78520, -1.51354], [-0.42622, -1.71655, 2.84916]],
  "atomic_forces_ev_per_a": [[-0.561, 0.058, 0.099], [0.955, -0.428, -0.012], [-2.018, -1.887, 2.351], [-1.343, 1.630, 0.765], [-0.481, -0.970, -0.962], [-2.538, 1.242, 0.731], [1.167, 1.471, 2.246], [0.235, -0.965, -0.301], [-1.152, 0.624, 0.709], [-0.944, -0.686, -0.837], [2.477, -1.629, -2.633], [-1.021, -0.862, 1.169], [0.451, -0.057, -0.395], [-1.537, 1.236, 0.584], [1.526, 2.639, -1.210], [0.216, -0.255, -0.951], [1.515, -0.829, -0.930], [0.537, -0.032, 1.452], [-0.679, -0.040, 0.644], [0.176, 0.504, 0.858], [0.219, -0.408, 0.509], [-0.180, -0.384, -0.174], [0.048, 0.711, 0.554], [1.514, 1.720, -0.523], [2.222, -1.629, -0.309], [-0.805, -0.773, -3.434]],
  "mulliken_charge": [-0.3433, 0.3532, -0.5699, -0.5828, 0.5935, -1.0186, -1.0625, -0.5171, -1.2240, -0.4504, -0.1937, 0.3152, 0.3122, 0.6039, -0.0861, 0.3085, 0.2627, 0.3829, 0.4023, 0.5014, 0.4705, 0.3421, 0.3243, 0.2400, 0.3863, 0.2494]
}